132
Properties=species:S:1:pos:R:3:mulliken_charge:R:1 method="wB97M-V/def2-TZVPD" gap_ev=8.764 smiles=COC[C@H](C)N.COC[C@H](C)N.COC[C@H](C)N.COC[C@H](C)N.COC[C@H](C)N.COC[C@H](C)N.CCO.CCO.O.O.O.O e_above_lowest_ev=0.000 energy_ha=-2349.666108
C -7.799 24.872 -4.163 -0.88
O -7.323 26.226 -4.329 -0.29
C -7.773 26.759 -5.580 -1.18
C -7.200 28.254 -5.729 2.55
C -7.795 29.165 -4.648 -1.70
N -7.468 28.784 -7.033 -0.50
H -7.450 24.581 -3.172 0.28
H -7.360 24.159 -4.860 0.34
H -8.881 24.775 -4.254 0.32
H -7.434 26.065 -6.350 0.49
H -8.855 26.723 -5.704 0.50
H -6.121 28.173 -5.598 -1.72
H -7.500 30.209 -4.755 0.05
H -7.484 28.847 -3.653 0.49
H -8.880 29.209 -4.741 0.52
H -8.466 28.848 -7.173 0.26
H -7.242 28.095 -7.736 0.30
C -3.054 33.574 -8.125 -1.07
O -4.009 33.814 -7.037 0.46
C -5.180 34.508 -7.404 -1.57
C -6.031 34.511 -6.067 2.47
C -7.467 34.982 -6.291 -1.77
N -5.575 35.446 -5.054 -0.65
H -3.596 33.151 -8.972 0.37
H -2.195 32.935 -7.924 0.15
H -2.730 34.575 -8.409 0.28
H -4.963 35.510 -7.774 0.54
H -5.703 33.938 -8.172 0.41
H -6.043 33.559 -5.536 -1.17
H -8.039 35.139 -5.377 0.32
H -7.975 34.182 -6.830 0.38
H -7.487 35.913 -6.857 0.43
H -4.591 35.220 -5.045 0.00
H -5.874 35.189 -4.124 0.49
C 0.201 37.739 -7.716 -0.78
O -0.857 37.594 -6.771 -0.38
C -0.900 36.338 -6.142 -0.61
C -2.189 36.177 -5.297 0.76
C -2.329 37.382 -4.297 -1.50
N -2.241 34.899 -4.539 1.04
H 1.221 37.705 -7.335 0.29
H -0.033 38.671 -8.230 0.28
H 0.209 36.926 -8.441 0.31
H -0.744 35.530 -6.857 0.37
H 0.004 36.265 -5.537 0.36
H -3.049 36.195 -5.967 -0.06
H -1.369 37.512 -3.796 0.28
H -3.124 37.139 -3.593 0.27
H -2.641 38.342 -4.709 0.43
H -1.806 35.081 -3.647 -0.53
H -1.633 34.195 -4.934 0.03
C -3.665 25.194 -3.851 -0.45
O -2.660 25.713 -4.647 -0.47
C -3.062 26.803 -5.451 -0.15
C -3.631 26.397 -6.771 0.52
C -2.511 25.805 -7.603 -1.64
N -4.261 27.473 -7.576 -0.58
H -4.575 25.026 -4.427 0.12
H -3.850 25.865 -3.012 0.23
H -3.306 24.267 -3.404 0.31
H -3.834 27.448 -5.029 0.20
H -2.212 27.470 -5.592 0.28
H -4.379 25.613 -6.653 0.22
H -2.206 24.882 -7.110 0.35
H -1.682 26.512 -7.656 0.36
H -2.920 25.491 -8.563 0.43
H -3.540 28.162 -7.737 0.22
H -4.954 28.053 -7.125 0.16
C -2.216 31.161 0.032 -0.72
O -3.363 31.758 0.672 -0.45
C -4.519 31.034 0.263 -0.20
C -5.782 31.720 0.721 1.11
C -5.866 31.653 2.209 -1.64
N -6.945 31.051 0.194 -0.79
H -1.272 31.576 0.386 0.30
H -2.178 31.436 -1.022 0.15
H -2.056 30.091 0.170 0.37
H -4.692 30.819 -0.791 -0.34
H -4.410 30.029 0.671 0.51
H -5.810 32.745 0.353 -0.05
H -6.717 32.172 2.649 0.47
H -4.999 32.157 2.637 0.32
H -5.860 30.629 2.581 0.34
H -7.758 31.437 0.652 0.30
H -7.091 31.298 -0.775 0.18
C 0.674 35.228 -2.190 -0.90
O -0.701 35.376 -2.014 -0.32
C -1.094 35.475 -0.609 -1.01
C -2.636 35.618 -0.575 0.68
C -3.296 35.886 0.790 -1.49
N -3.338 34.363 -1.027 0.33
H 0.881 35.247 -3.260 0.22
H 1.098 34.259 -1.928 0.29
H 1.228 35.989 -1.641 0.34
H -0.834 34.632 0.031 0.35
H -0.639 36.330 -0.110 0.46
H -2.959 36.353 -1.312 -0.03
H -3.408 35.025 1.449 0.23
H -4.235 36.414 0.625 0.35
H -2.733 36.610 1.379 0.43
H -3.098 33.643 -0.361 0.07
H -2.921 34.139 -1.919 -0.19
C -4.555 30.424 -3.608 -1.52
C -4.419 31.893 -3.942 2.54
O -3.552 32.002 -5.088 0.63
H -4.768 29.846 -4.508 0.11
H -5.361 30.241 -2.897 0.16
H -3.624 30.040 -3.191 0.40
H -3.879 32.401 -3.143 -1.06
H -5.393 32.356 -4.097 -0.63
H -3.836 32.760 -5.604 -0.35
C -9.794 31.764 -3.182 -1.62
C -8.624 32.635 -3.482 0.14
O -7.560 32.282 -2.543 -0.07
H -10.506 31.737 -4.006 0.39
H -10.346 32.142 -2.321 0.38
H -9.467 30.731 -3.063 0.24
H -8.897 33.608 -3.072 0.54
H -8.198 32.649 -4.485 0.10
H -6.884 32.959 -2.622 0.04
O -6.192 31.165 -7.509 -0.68
H -5.450 31.083 -6.911 0.09
H -6.685 30.352 -7.394 0.47
O -1.751 30.185 -6.224 -0.85
H -2.397 30.749 -5.799 0.24
H -2.110 30.024 -7.096 0.30
O -5.943 34.645 -2.439 -0.46
H -5.090 34.553 -2.016 0.06
H -6.447 35.201 -1.845 0.18
O -0.571 32.748 -5.611 -0.45
H 0.362 32.560 -5.503 0.21
H -0.900 32.029 -6.150 0.22